Record 1
ORCA calculation (ωB97M-V with the def2-TZVPD basis set) on a molecular structure, C43H71N5O3PS2SbSi3V in a non-equilibrium geometry.

Atoms and positions in Å:
H (-3.759, 2.298, -4.755)
H (-1.671, 1.221, -6.821)
H (-2.263, -1.501, 6.200)
H (-2.157, 1.148, -1.174)
P (-1.798, -1.430, -3.581)
H (0.956, 1.678, -1.694)
C (-0.445, 4.711, -1.382)
H (0.634, -0.542, 5.535)
C (1.391, -0.883, 4.836)
H (0.633, 2.885, 4.531)
H (-6.263, -1.486, 1.917)
C (-2.120, 0.424, 3.397)
H (1.591, -1.417, -3.760)
H (4.682, -1.452, 4.482)
H (-0.576, 5.653, -1.899)
H (3.909, -1.924, 2.208)
C (3.442, 1.048, -0.523)
H (2.353, 3.910, -4.735)
C (-2.154, 0.981, 4.692)
C (2.999, -0.080, -1.432)
C (3.021, 2.260, 1.447)
H (-2.393, -3.208, 5.797)
H (1.027, -2.673, -1.801)
H (-3.464, 2.276, 1.300)
C (-4.312, 1.670, 0.990)
S (-3.526, -1.991, -3.021)
H (4.213, 1.322, 2.965)
C (0.267, 3.675, -1.970)
H (2.101, -1.602, -5.430)
C (-0.160, 1.618, 3.015)
H (-3.215, -3.883, 2.710)
C (-4.076, -3.476, 3.242)
H (0.568, -2.872, -7.102)
Si (2.182, -3.310, 0.350)
H (-2.539, -3.542, -0.017)
C (-2.266, -2.209, 5.369)
C (-5.188, -1.402, 5.129)
C (0.815, 3.759, -3.346)
H (-2.827, -0.525, -1.052)
H (-1.159, -4.636, -0.108)
H (0.099, 3.638, -4.154)
H (6.509, 3.640, -2.311)
H (0.767, -3.525, -4.734)
H (4.255, -1.832, 0.018)
C (-3.188, -0.489, 2.978)
H (3.013, -0.771, 6.234)
H (-1.557, 2.735, -5.923)
Si (-3.660, -1.898, 4.157)
N (2.950, 4.738, -1.572)
C (4.497, 3.740, -3.073)
Si (-4.265, -0.032, 1.726)
H (-1.191, 3.143, 1.496)
H (-1.503, 5.305, 0.394)
H (-1.249, 2.289, 6.114)
C (-0.953, 4.523, -0.112)
H (-6.064, -1.333, 4.477)
H (-3.970, 0.783, -5.651)
H (0.628, 1.856, 2.310)
H (3.764, 5.372, 0.204)
H (3.414, 2.808, 3.485)
N (-1.088, 0.741, 2.574)
H (4.330, -3.364, -0.847)
C (0.413, 2.496, -1.249)
H (-0.756, -1.764, -6.715)
C (2.712, -0.994, 5.220)
N (5.234, 4.508, -0.945)
H (-0.967, -3.513, -6.506)
H (3.363, 2.010, -1.037)
H (-4.038, 0.778, -3.888)
H (3.859, -0.575, -1.883)
N (-0.106, 2.277, -0.034)
C (-1.448, -3.587, -0.038)
H (-5.214, -2.005, 0.596)
O (2.661, 1.100, 0.680)
V (0.052, -0.298, 1.044)
H (-4.897, -3.358, 2.530)
Sb (-0.781, -2.742, 1.846)
H (0.724, -4.351, -1.395)
H (2.223, 3.006, 1.342)
H (-5.416, -2.136, 5.906)
C (3.194, -1.660, 2.967)
C (1.481, -3.567, -1.376)
C (1.232, -1.445, -4.788)
H (0.788, -0.485, -5.051)
C (-3.546, 1.226, -4.749)
O (-1.694, -0.385, -4.773)
C (-1.194, 1.861, 5.121)
H (-2.977, 0.714, 5.339)
H (4.635, -3.326, 0.878)
C (-5.624, -1.132, 1.106)
C (-0.765, 3.302, 0.516)
H (-1.688, 0.077, 0.122)
C (2.175, -4.956, 1.240)
H (2.498, 1.303, 3.324)
C (5.484, 3.941, -2.123)
H (2.811, -5.685, 0.731)
H (-5.067, -0.431, 5.614)
C (1.819, -1.632, 2.679)
H (-4.391, -4.228, 3.971)
C (3.627, -1.382, 4.247)
C (4.016, -2.893, 0.089)
S (-0.647, -0.546, -2.014)
C (-2.047, 1.028, -4.712)
C (2.091, 3.931, -3.682)
H (-1.286, -2.180, 4.889)
H (2.545, -4.846, 2.263)
H (-5.230, 2.141, 1.357)
H (2.358, 0.260, -2.244)
H (-0.256, 1.537, -5.801)
C (0.271, -2.593, -5.005)
O (-0.856, -2.586, -4.061)
C (-1.946, 0.108, -0.948)
H (4.490, 0.920, -0.231)
H (3.918, 2.706, 1.011)
H (-4.384, 1.663, -0.098)
H (-1.107, -3.058, -0.923)
H (4.722, 3.279, -4.025)
H (-1.629, 1.413, -3.773)
H (-6.242, -0.581, 0.396)
N (0.954, -1.198, 3.617)
C (1.209, -2.054, 1.378)
C (-1.336, 1.667, -5.884)
C (3.209, 4.144, -2.743)
C (3.295, 1.902, 2.886)
H (2.299, -3.879, -2.032)
C (-0.262, -2.688, -6.417)
C (3.976, 4.887, -0.744)
H (1.166, -5.371, 1.296)
H (2.457, -0.839, -0.868)
C (-0.156, 2.201, 4.253)

- 2S+1: 3
- LUMO (spin up / spin down): -2.379 / -2.298 eV
- Net charge: +1
- Kohn-Sham gap (spin up / spin down): 0.2563 / 0.2460 hartree
- HOMO level (spin up / spin down): -9.35 / -8.99 eV



Record 2
ORCA calculation (ωB97M-V with the def2-TZVPD basis set) on a molecular structure, C43H71NO3P2S3ScSi in a non-equilibrium geometry.

Atoms and positions in Å:
H (-2.663, 2.544, 2.300)
H (2.735, 3.760, -2.176)
C (3.461, 1.298, 1.110)
H (-3.137, 0.336, -3.161)
C (-1.161, 1.989, 3.714)
O (-0.940, 1.090, 0.212)
C (0.063, -1.235, 4.794)
H (3.792, -0.356, 4.108)
C (-3.258, -4.469, -1.587)
C (1.423, 4.879, -0.893)
H (-2.920, 4.775, -3.200)
S (-0.118, 3.913, -0.927)
H (3.436, -5.031, 0.910)
H (2.596, -3.031, 1.900)
H (-1.772, -3.906, -2.928)
H (0.736, -1.769, 0.666)
H (0.647, -4.551, -2.331)
H (-2.529, -3.577, 3.188)
H (1.874, 1.002, 4.599)
H (4.357, -0.653, 1.515)
C (2.320, 4.753, -2.114)
H (1.209, -3.949, 1.424)
H (-1.184, 3.423, 1.975)
C (0.047, -3.128, -4.552)
C (-2.278, 4.151, -2.573)
C (-2.725, 3.830, 5.069)
H (2.384, 0.107, -4.798)
C (2.285, -4.918, -0.986)
C (3.006, -4.300, 0.236)
H (1.635, 0.183, 0.784)
H (1.988, -2.439, -1.981)
H (-1.414, -4.213, 5.318)
H (1.180, 2.512, 2.569)
H (2.116, 0.371, -2.529)
P (-0.268, -1.677, -1.868)
C (-1.777, -2.550, -1.242)
C (1.903, 1.172, 1.119)
C (-1.792, -2.889, 3.610)
H (1.669, 3.553, -5.409)
H (2.348, -1.492, 0.065)
C (-3.854, -0.318, 1.658)
H (-0.830, 4.295, -5.199)
C (-2.367, 4.249, 3.650)
C (-2.184, 1.410, 4.715)
C (-2.227, -3.658, -1.977)
C (4.111, 0.272, 2.060)
H (2.032, -3.488, -3.677)
H (0.172, -4.553, -0.703)
H (0.030, -0.570, -5.490)
H (-4.304, -0.118, 0.710)
H (2.191, -0.973, -3.400)
H (2.612, -0.979, 2.978)
H (-2.591, 0.492, 4.287)
H (-2.947, 3.674, -1.858)
H (-4.718, -4.831, -0.060)
C (1.348, 1.440, 2.511)
H (-2.870, -0.532, -1.910)
H (-3.637, 2.196, 6.073)
H (0.008, 0.361, -3.995)
H (-1.810, 3.812, 5.710)
C (-3.267, 2.417, 5.088)
H (3.347, -2.112, -5.261)
C (1.160, -2.707, -1.286)
H (-3.279, 4.592, 3.118)
P (-0.313, 0.712, 2.769)
H (3.853, -3.741, -0.126)
C (1.574, -3.307, -4.648)
C (-0.387, -1.830, -3.786)
S (-1.585, 2.757, -3.553)
N (-0.936, 0.203, 1.279)
H (2.110, -6.002, -0.800)
H (1.071, 5.908, -0.813)
H (1.509, 1.908, 0.401)
H (3.033, 1.985, 3.687)
C (-1.205, -3.269, 4.810)
C (-1.844, 3.072, 2.783)
H (1.781, -4.202, -5.253)
C (-1.207, 4.976, -1.901)
C (1.828, -0.800, -4.423)
H (-1.648, 1.106, 5.611)
H (3.698, 2.338, 1.384)
C (2.347, 1.115, 3.620)
H (-4.524, -0.990, 2.191)
Sc (-0.484, 1.251, -1.616)
H (-4.096, 2.329, 4.402)
H (-1.664, 5.075, 3.661)
H (1.938, 4.650, -0.002)
C (-2.407, -2.253, -0.023)
H (-0.299, 2.456, 4.242)
C (2.070, -3.403, 1.031)
H (-0.351, -3.007, -5.563)
H (1.947, -1.923, -6.277)
C (3.194, -0.080, 3.227)
H (5.039, 0.678, 2.443)
C (-0.524, -0.869, 3.585)
H (-3.571, -5.319, -2.196)
H (-0.604, 5.480, -2.624)
H (-3.387, 4.543, 5.539)
C (2.244, -2.048, -5.227)
H (-0.363, -4.039, -4.128)
H (-3.902, -2.991, 1.367)
H (3.901, 1.163, 0.113)
H (1.514, 2.755, -3.865)
C (-3.467, -3.106, 0.358)
C (0.977, -4.221, -1.351)
O (-2.709, 0.359, -2.282)
C (-0.293, -2.428, 5.437)
Si (-2.181, -1.059, 1.407)
C (1.565, -2.266, 0.153)
H (0.727, -0.505, 5.289)
H (-1.673, 5.706, -1.233)
H (2.476, 1.206, -1.292)
H (-3.834, 0.577, 2.273)
H (2.954, -4.928, -1.866)
S (1.661, 5.192, -3.710)
H (0.229, -2.724, 6.339)
C (-3.889, -4.196, -0.377)
C (1.142, 3.574, -4.453)
H (-1.471, -1.728, -3.938)
H (3.143, 5.479, -1.954)
H (-0.422, 2.685, -5.591)
O (1.780, 1.063, -1.970)
C (-0.341, 3.392, -4.787)
C (-1.445, -1.710, 2.981)
C (0.320, -0.631, -4.427)

- LUMO: -7.907 eV
- Net charge: +3
- Kohn-Sham gap: 0.2916 hartree
- HOMO level: -15.84 eV
- Relative energy (zero: lowest compared OMol25 entry of this formula, charge and spin): 22.4 kcal per mole